(i)
Below is 2 unconnected molecules or ions with the total composition C3H8NS, with properties calculated with ωB97M-V with the def2-TZVPD basis set.

Computed properties:
- Charge: +1
- Orbital gap: 0.267 Eh

Structure (XYZ):
```
13
Properties=species:S:1:pos:R:3:mulliken_charge:R:1
C -0.222 1.287 0.635 0.21
C -0.489 2.419 -0.001 -0.72
C 1.353 -0.530 0.699 -0.16
N 0.805 0.447 0.091 -0.01
H -0.615 0.917 1.570 0.29
H -0.025 2.587 -0.965 0.24
H -1.190 3.138 0.395 0.27
H 2.135 -1.103 0.219 0.31
H 1.011 -0.783 1.694 0.24
H 1.179 0.771 -0.799 0.31
S -1.136 -2.791 -1.715 -0.27
H -2.229 -3.462 -1.319 0.17
H -0.578 -2.896 -0.502 0.10
```


(ii)
Below is 2 unconnected molecules or ions with the total composition C3H8NS, with properties calculated with ωB97M-V with the def2-TZVPD basis set.

Computed properties:
- Charge: +1
- Orbital gap: 0.292 Eh

Structure (XYZ):
```
13
Properties=species:S:1:pos:R:3:mulliken_charge:R:1
C -1.795 -1.355 -0.159 -0.77
C -1.163 -0.234 0.087 -0.25
C -0.010 0.267 -0.590 0.30
N 0.449 1.410 -0.093 -0.38
S 2.481 -0.429 0.181 -0.23
H -2.672 -1.539 0.384 0.29
H -1.612 -2.000 -1.024 0.29
H -1.358 0.253 1.023 0.24
H 0.601 -0.203 -1.400 0.55
H -0.212 1.763 0.521 0.19
H 0.799 2.117 -0.769 0.32
H 2.011 0.619 0.371 0.25
H 2.480 -0.669 1.467 0.21
```


Of them, (i) has the highest stability.


(i)
Below is a gas-phase ion, C4H9N4O (charge +1), with properties calculated with ωB97M-V with the def2-TZVPD basis set.

Computed properties:
- Charge: +1
- Structure (SMILES): [H]/N=C(/C/C=N\C=[NH2+])ON
- Orbital gap: 0.389 Eh

Structure (XYZ):
```
18
Properties=species:S:1:pos:R:3:mulliken_charge:R:1
C 0.865 -1.432 0.508 -0.12
C 2.686 0.031 0.012 0.08
C -0.037 -1.360 -0.753 -0.68
C -0.936 -0.176 -0.243 0.72
N 1.978 -0.830 0.700 -0.29
N 2.376 1.281 -0.110 -0.27
N -0.468 0.994 -0.142 -0.62
N -3.002 0.350 0.662 -0.53
O -2.122 -0.625 0.044 -0.18
H 0.416 -1.863 1.355 0.49
H 3.681 -0.343 -0.334 0.34
H 0.566 -1.187 -1.596 0.37
H -0.574 -2.230 -0.715 0.29
H 3.191 1.936 -0.222 0.27
H 1.286 1.635 0.112 0.38
H -1.055 1.631 0.193 0.22
H -3.822 0.279 0.085 0.27
H -3.231 -0.086 1.544 0.27
```


(ii)
Below is a gas-phase ion, C4H9N4O (charge +1), with properties calculated with ωB97M-V with the def2-TZVPD basis set.

Computed properties:
- Charge: +1
- Structure (SMILES): CC(C)c1non[n+]1N
- Orbital gap: 0.366 Eh

Structure (XYZ):
```
18
Properties=species:S:1:pos:R:3:mulliken_charge:R:1
C 1.519 -0.424 0.322 0.08
C -0.335 -1.199 -1.071 -1.24
C -0.837 0.171 1.101 -1.27
C 0.116 -0.858 0.327 0.59
N 2.805 -1.359 0.574 -0.10
N 3.454 0.568 -0.163 -0.51
N 2.151 0.675 -0.141 1.00
N 1.827 1.890 -0.648 -0.75
O 3.782 -0.626 0.296 0.11
H -1.406 -1.570 -0.808 0.31
H 0.242 -1.957 -1.511 0.44
H -0.491 -0.353 -1.741 0.35
H -1.531 -0.454 1.623 0.42
H -1.409 0.804 0.306 0.33
H -0.237 0.729 1.861 0.38
H 0.353 -1.785 0.900 0.27
H 0.857 2.252 -0.530 0.27
H 2.659 2.490 -0.738 0.33
```


Of them, (i) has the highest stability.


(i)
Below is 3 unconnected molecules or ions with the total composition C3H16N2O2, with properties calculated with ωB97M-V with the def2-TZVPD basis set.

Computed properties:
- Charge: +2
- Orbital gap: 0.456 Eh

Structure (XYZ):
```
23
Properties=species:S:1:pos:R:3:mulliken_charge:R:1
C -1.013 0.712 -0.144 -0.68
C 0.412 0.604 0.401 -0.77
C 1.285 -0.490 -0.289 -0.67
N 1.381 -1.701 0.572 -0.24
N -1.129 1.765 -1.212 -0.28
H -1.733 0.972 0.629 0.47
H -1.437 -0.208 -0.548 0.37
H 0.453 0.499 1.490 0.43
H 0.959 1.522 0.257 0.43
H 0.848 -0.797 -1.233 0.47
H 2.274 -0.086 -0.433 0.34
H 0.469 -1.894 0.981 0.35
H 1.682 -2.541 0.076 0.38
H 2.083 -1.539 1.342 0.33
H -0.800 1.443 -2.125 0.34
H -0.556 2.583 -0.992 0.37
H -2.094 2.086 -1.316 0.38
H -3.935 0.037 -1.958 0.33
H -3.865 1.029 -3.072 0.33
O -3.293 0.613 -2.408 -0.65
H 2.336 -1.892 3.711 0.31
H 3.271 -0.750 3.349 0.33
O 2.530 -1.275 2.992 -0.66
```


(ii)
Below is 3 unconnected molecules or ions with the total composition C3H16N2O2, with properties calculated with ωB97M-V with the def2-TZVPD basis set.

Computed properties:
- Charge: +2
- Orbital gap: 0.456 Eh

Structure (XYZ):
```
23
Properties=species:S:1:pos:R:3:mulliken_charge:R:1
C 0.202 -0.572 -0.663 -0.64
C -1.132 0.118 -0.468 -0.48
C -1.056 1.646 -0.186 -1.00
N -0.705 2.046 1.215 -0.25
N 0.146 -1.526 -1.819 -0.25
H 0.533 -1.135 0.214 0.38
H 1.062 0.059 -0.881 0.43
H -1.767 -0.294 0.315 0.38
H -1.757 0.122 -1.364 0.42
H -0.310 2.091 -0.851 0.43
H -1.981 2.132 -0.484 0.43
H -0.009 1.385 1.583 0.34
H -0.320 2.997 1.281 0.35
H -1.507 1.925 1.846 0.39
H 0.163 -1.013 -2.697 0.37
H -0.699 -2.101 -1.783 0.38
H 1.011 -2.119 -1.869 0.34
H 2.963 -2.832 -2.353 0.34
H 3.536 -2.202 -1.230 0.34
O 2.810 -2.025 -1.842 -0.69
H -0.679 1.025 4.413 0.32
H -0.103 -0.269 4.026 0.32
O -0.402 0.542 3.595 -0.63
```


Of them, (i) has the highest stability.